C19H42NOP3ReS as an isolated structure in a non-equilibrium geometry. Source: the Open Molecules 2025 dataset; level of theory: the ωB97M-V functional and the def2-TZVPD basis.

The energy relative to the best compared isomer or geometry (same formula, charge and spin) comes out at 0.000 eV. Its net charge is +4. As for the spin multiplicity: 4. For the HOMO energy (spin up / spin down), the calculation gives -0.7451 / -0.7536 Ha. For the electronic energy, the calculation gives -64709.318 eV. The expectation value of S² is 3.7764. Its frontier orbital gap (spin up / spin down) is 6.3 / 5.8 eV.

Each line ends with the Mulliken spin population.
Cartesian coordinates (Å):
Re (-0.3712, 0.1063, -0.4684)  1.88
P (-2.0445, 1.2441, -1.4271)  -0.04
P (-1.7686, -1.2309, 0.7669)  -0.03
P (-0.1039, -1.5963, -1.8720)  -0.12
H (3.6655, 1.8275, -1.7749)  0.05
C (2.7548, 1.2039, -1.8521)  0.05
C (1.6270, 1.8414, -2.4276)  0.59
H (1.8345, 2.9025, -2.5348)  -0.03
C (-2.5511, 2.7441, -0.5109)  0.02
C (-3.6754, 0.4902, -1.7818)  0.02
C (-1.4910, 1.8624, -3.0500)  0.07
C (-0.8790, -2.2493, 2.0142)  0.01
C (-3.0516, -0.4283, 1.8105)  0.01
C (-2.8708, -2.5173, 0.0117)  0.03
C (1.0863, -1.4961, -3.2412)  0.02
C (-1.5479, -2.1342, -2.9029)  0.05
C (0.4855, -3.1211, -1.0129)  0.04
H (3.0687, 0.1749, -2.1046)  0.01
H (1.0682, 1.3121, -3.1792)  0.00
H (-1.6639, 3.3184, -0.2147)  0.00
H (-3.1027, 2.4733, 0.3981)  0.00
H (-3.1942, 3.3383, -1.1732)  0.00
H (-4.2011, 0.2447, -0.8517)  0.00
H (-3.5714, -0.4212, -2.3788)  0.00
H (-4.2566, 1.2292, -2.3470)  0.00
H (-0.4845, 2.2838, -2.9480)  -0.01
H (-2.1876, 2.6378, -3.3830)  0.00
H (-1.4441, 1.0353, -3.7696)  0.00
H (-1.5449, -2.9552, 2.5271)  0.00
H (-0.4341, -1.5877, 2.7647)  0.00
H (-0.0838, -2.8370, 1.5489)  0.00
H (-3.9155, -1.0771, 1.9902)  0.00
H (-3.4304, 0.4790, 1.3311)  0.00
H (-2.6463, -0.1681, 2.7910)  0.00
H (-3.5019, -3.0032, 0.7655)  0.00
H (-2.2991, -3.3056, -0.4812)  0.00
H (-3.5441, -2.0660, -0.7222)  0.00
H (0.9760, -2.4425, -3.7925)  0.00
H (2.0754, -1.4303, -2.7805)  0.00
H (0.8812, -0.6021, -3.8438)  0.00
H (-1.1762, -2.8766, -3.6179)  0.00
H (-1.9523, -1.2906, -3.4733)  0.00
H (-2.3769, -2.6025, -2.3691)  0.00
H (1.0211, -3.7228, -1.7533)  0.00
H (-0.2940, -3.7428, -0.5626)  0.00
H (1.1985, -2.8646, -0.2206)  -0.01
C (3.6502, 0.6322, 0.9938)  0.03
C (3.7634, -0.7689, 1.0641)  0.01
C (4.5336, -1.2884, 2.1294)  0.00
C (5.1672, -0.4422, 3.0597)  0.03
C (5.0767, 0.9507, 2.8973)  -0.01
C (4.3837, 1.4919, 1.8312)  0.04
S (2.4150, 1.5476, 0.1495)  0.13
H (1.6959, 0.4021, 0.0560)  0.07
H (3.2489, -1.4088, 0.3224)  0.00
H (4.5594, -2.3602, 2.2685)  0.00
H (5.7483, -0.8281, 3.9114)  0.00
H (5.5791, 1.6103, 3.6068)  0.00
H (4.3764, 2.5730, 1.6627)  0.00
C (0.5450, 2.1579, 3.4855)  0.01
C (-0.5879, 1.9012, 2.5441)  -0.01
N (-1.7704, 2.2249, 3.0471)  0.02
O (-0.4780, 1.3862, 1.3726)  0.06
H (0.4971, 1.4597, 4.3452)  0.00
H (0.5028, 3.1971, 3.8662)  0.00
H (1.4783, 2.0030, 2.9488)  0.00
H (-2.6197, 1.9795, 2.5508)  0.00
H (-1.8473, 2.5995, 3.9908)  0.00

C19H42NOP3ReSe as an isolated structure in a non-equilibrium geometry. Source: the Open Molecules 2025 dataset; level of theory: the ωB97M-V functional and the def2-TZVPD basis.

The energy relative to the best compared isomer or geometry (same formula, charge and spin) comes out at 2.926 eV. Its net charge is +4. As for the spin multiplicity: 4. For the HOMO energy (spin up / spin down), the calculation gives -0.7775 / -0.7763 Ha. For the electronic energy, the calculation gives -119220.663 eV. The expectation value of S² is 3.7781. Its frontier orbital gap (spin up / spin down) is 8.4 / 5.5 eV.

Each line ends with the Mulliken spin population.
Cartesian coordinates (Å):
Re (-0.1252, -0.1025, 0.5018)  1.78
P (-1.2227, -2.0291, 0.8524)  -0.02
P (1.3932, -0.5085, 2.1201)  0.02
P (1.1113, -1.2374, -0.9832)  -0.12
H (-3.3356, 1.9081, -2.7954)  0.00
C (-2.9164, 0.8998, -2.8716)  0.01
C (-2.0886, 0.3024, -2.0072)  0.03
H (-1.4641, 0.8624, -1.2677)  0.00
C (-2.6420, -1.6394, 1.9950)  0.03
C (-0.4997, -3.5294, 1.7236)  0.01
C (-2.0777, -2.9459, -0.5145)  0.01
C (2.7396, 0.7072, 2.5626)  0.00
C (0.6728, -0.6794, 3.8227)  0.03
C (2.5815, -1.9607, 2.1721)  0.03
C (0.3908, -1.1213, -2.6269)  0.05
C (1.4469, -3.0783, -0.9061)  0.06
C (2.8668, -0.7391, -1.1467)  0.05
H (-3.3348, 0.3309, -3.7122)  0.00
H (-2.0637, -0.7926, -1.9560)  -0.01
H (-3.2434, -0.8430, 1.5242)  0.00
H (-2.2796, -1.2595, 2.9715)  0.00
H (-3.2937, -2.5129, 2.1655)  0.00
H (-0.0401, -3.2761, 2.6945)  0.00
H (0.2678, -4.0052, 1.0949)  0.00
H (-1.2835, -4.2903, 1.8966)  0.00
H (-2.4704, -2.2017, -1.2179)  0.00
H (-2.9138, -3.5490, -0.1167)  0.00
H (-1.3893, -3.6266, -1.0388)  0.00
H (3.4761, 0.2161, 3.2346)  0.00
H (2.2850, 1.5775, 3.0552)  0.00
H (3.2391, 1.0487, 1.6470)  0.00
H (1.4447, -1.0350, 4.5266)  0.00
H (-0.1875, -1.3699, 3.8483)  0.00
H (0.3187, 0.3101, 4.1412)  0.00
H (3.2114, -1.8271, 3.0667)  0.00
H (3.2428, -1.9770, 1.2856)  0.00
H (2.0732, -2.9364, 2.2433)  0.00
H (1.0443, -1.5960, -3.3690)  0.00
H (0.2503, -0.0673, -2.8920)  -0.01
H (-0.5857, -1.6213, -2.6657)  0.00
H (2.0591, -3.3178, -1.7935)  0.00
H (0.5152, -3.6645, -0.9477)  0.00
H (2.0282, -3.3314, -0.0030)  0.00
H (3.3168, -1.3017, -1.9694)  0.00
H (3.4635, -0.9564, -0.2555)  0.00
H (2.9071, 0.3283, -1.3746)  0.00
C (0.5541, 3.1103, -2.1547)  0.27
C (-0.4623, 3.0027, -3.1167)  0.05
C (-0.0651, 2.8683, -4.4698)  0.16
C (1.2905, 3.0046, -4.8251)  0.23
C (2.2460, 3.2715, -3.8425)  0.11
C (1.8812, 3.3004, -2.5084)  0.02
Se (0.6941, 2.9921, -0.1354)  0.12
H (-0.7993, 2.9781, -0.2442)  0.00
H (-1.5169, 3.0844, -2.8056)  0.00
H (-0.7802, 2.6603, -5.2725)  0.00
H (1.6801, 2.8876, -5.8461)  0.00
H (3.2959, 3.4379, -4.0648)  0.00
H (2.6121, 3.4754, -1.7136)  0.00
C (-2.3362, 3.2954, 1.9877)  0.01
C (-1.8678, 1.9717, 2.4881)  0.00
N (-2.3303, 1.6415, 3.7269)  0.02
O (-1.0949, 1.1701, 1.8653)  0.06
H (-3.4422, 3.3684, 2.0260)  0.00
H (-2.0095, 3.5489, 0.9686)  0.00
H (-1.9511, 4.0770, 2.6696)  0.00
H (-1.8636, 0.8940, 4.2220)  0.00
H (-2.6232, 2.3979, 4.3309)  0.00

A 6-piece molecular cluster, C19H42O6 overall in a non-equilibrium geometry. Source: the Open Molecules 2025 dataset; level of theory: the ωB97M-V functional and the def2-TZVPD basis.

Its net charge is -1. As for the spin multiplicity: 2. For the HOMO energy (spin up / spin down), the calculation gives 0.0285 / -0.1570 Ha. For the electronic energy, the calculation gives -32663.754 eV. The expectation value of S² is 0.7505. Its frontier orbital gap (spin up / spin down) is 2.1 / 7.1 eV.

Each line ends with the Mulliken spin population.
Cartesian coordinates (Å):
O (-0.3352, 0.6369, 0.9732)  -0.12
H (-0.7444, 0.2112, 0.2163)  0.14
H (0.5029, 0.2488, 1.2350)  0.14
H (-0.1401, 1.5392, 0.7099)  0.00
C (0.8844, 4.7667, -1.3015)  0.00
C (-0.2162, 4.1311, -0.5041)  -0.03
C (-1.3884, 3.6178, -1.3784)  -0.01
O (0.1804, 3.1205, 0.3690)  -0.07
H (1.3365, 4.1317, -2.0634)  -0.01
H (1.7263, 5.0822, -0.6853)  0.00
H (0.5633, 5.6922, -1.7797)  0.00
H (-0.6376, 4.9876, 0.0221)  0.00
H (-2.0697, 3.0678, -0.7292)  0.01
H (-0.9760, 2.9294, -2.1160)  0.00
H (-1.9320, 4.4835, -1.7568)  -0.01
C (-1.7757, -1.4671, -2.7027)  0.68
C (-3.0982, -1.0193, -2.0552)  -0.23
C (-2.7206, 0.2485, -1.3040)  -0.07
O (-1.2811, 0.0831, -1.1510)  -1.29
C (-0.7536, -0.4165, -2.3293)  0.85
H (-1.8424, -1.7065, -3.7640)  0.17
H (-1.4560, -2.3890, -2.2169)  -0.20
H (-3.4975, -1.8131, -1.4239)  0.16
H (-3.9976, -0.8735, -2.6534)  -0.20
H (-3.1967, 0.3024, -0.3250)  0.09
H (-2.9474, 1.1846, -1.8142)  0.00
H (0.1980, -0.9172, -2.1511)  -0.21
H (-0.6069, 0.3150, -3.1240)  -0.07
C (-2.9585, -3.6970, 0.6322)  0.55
C (-3.8254, -3.1152, 1.7109)  0.18
C (-3.5313, -1.6441, 1.7209)  0.11
O (-2.1696, -1.6164, 1.3181)  -0.57
C (-1.6771, -2.9052, 0.9891)  1.13
H (-3.3195, -3.5229, -0.3814)  -0.38
H (-2.7755, -4.7562, 0.8133)  -0.25
H (-3.6520, -3.6261, 2.6580)  0.02
H (-4.8722, -3.3505, 1.5190)  -0.09
H (-3.7652, -1.1766, 2.6774)  0.10
H (-4.1786, -1.1984, 0.9656)  -0.07
H (-1.1740, -3.4439, 1.7921)  -0.30
H (-1.0117, -2.9058, 0.1258)  0.51
C (3.3959, -0.6597, -2.5976)  0.24
C (3.7166, 0.7656, -2.4717)  0.22
C (2.5144, 1.3069, -1.6468)  -0.12
O (1.9837, 0.1397, -0.9649)  -1.98
C (2.8086, -1.0062, -1.2680)  2.31
H (4.2677, -1.2889, -2.7770)  0.10
H (2.6239, -0.8369, -3.3464)  -0.15
H (3.7662, 1.2206, -3.4609)  -0.03
H (4.6129, 0.9979, -1.8965)  -0.04
H (1.8447, 1.7908, -2.3577)  -0.04
H (2.8006, 2.0131, -0.8674)  0.01
H (2.2188, -1.9215, -1.2178)  -0.13
H (3.5760, -1.1479, -0.5070)  0.02
C (2.2847, -0.7523, 4.3881)  0.10
C (2.8775, 0.4251, 3.6690)  -0.03
C (2.7186, 0.0813, 2.2460)  -0.04
O (1.4083, -0.5594, 2.2959)  -0.80
C (1.0678, -1.1087, 3.5431)  0.71
H (2.0062, -0.6645, 5.4383)  -0.03
H (3.0048, -1.5701, 4.4152)  -0.04
H (3.9295, 0.4810, 3.9489)  -0.12
H (2.4480, 1.4065, 3.8702)  0.00
H (3.4490, -0.6288, 1.8581)  -0.04
H (2.7235, 0.9339, 1.5670)  0.12
H (0.8082, -2.1644, 3.4638)  0.05
H (0.2760, -0.4727, 3.9390)  0.03

C19H43DyOP3Se as an isolated structure in a non-equilibrium geometry. Source: the Open Molecules 2025 dataset; level of theory: the ωB97M-V functional and the def2-TZVPD basis.

Its net charge is +3. As for the spin multiplicity: 6. For the HOMO energy (spin up / spin down), the calculation gives -0.6342 / -0.6351 Ha. For the electronic energy, the calculation gives -139717.446 eV. The expectation value of S² is 9.3345. Its frontier orbital gap (spin up / spin down) is 6.4 / 6.6 eV.

Each line ends with the Mulliken spin population.
Cartesian coordinates (Å):
Dy (-0.6733, -0.2050, -0.1800)  4.88
P (0.1621, -1.8025, 2.0930)  0.02
P (-3.1548, 0.3614, 0.8735)  0.01
P (0.6017, 1.6019, 1.7388)  0.01
H (3.3329, -1.2686, -2.3836)  0.00
C (3.8259, -0.8056, -1.5104)  0.00
C (4.1488, -1.5156, -0.4174)  0.00
H (3.9484, -2.5892, -0.3457)  0.00
C (0.1349, -3.5810, 1.6149)  0.00
C (-0.9645, -1.8175, 3.5411)  0.00
C (1.7567, -1.8291, 2.9854)  0.00
C (-3.9841, 1.5757, -0.2298)  0.00
C (-4.1354, -1.1875, 0.6939)  0.00
C (-3.4166, 0.9358, 2.5983)  0.00
C (2.4348, 1.7634, 1.7417)  0.00
C (0.3044, 1.6042, 3.5547)  0.00
C (0.1698, 3.3531, 1.3834)  0.00
H (3.9485, 0.2880, -1.5607)  0.00
H (4.7075, -1.0614, 0.4017)  0.00
H (0.9182, -3.7920, 0.8701)  0.00
H (-0.8383, -3.8774, 1.2014)  0.00
H (0.3392, -4.1648, 2.5257)  0.00
H (-2.0071, -1.9443, 3.2245)  0.00
H (-0.8801, -0.8770, 4.1002)  0.00
H (-0.6670, -2.6582, 4.1844)  0.00
H (2.5841, -1.9514, 2.2793)  0.00
H (1.7251, -2.6928, 3.6632)  0.00
H (1.9233, -0.9216, 3.5716)  0.00
H (-5.0721, 1.6526, -0.0977)  0.00
H (-3.7891, 1.2885, -1.2715)  0.00
H (-3.5388, 2.5717, -0.0743)  0.00
H (-5.2102, -1.0703, 0.8591)  0.00
H (-3.7516, -1.9492, 1.3908)  0.00
H (-3.9890, -1.5850, -0.3265)  0.00
H (-4.4623, 1.1060, 2.8812)  0.00
H (-2.8638, 1.8792, 2.7455)  0.00
H (-2.9870, 0.2026, 3.2987)  0.00
H (2.6913, 2.7940, 2.0231)  0.00
H (2.8468, 1.5434, 0.7483)  0.00
H (2.8784, 1.0724, 2.4711)  0.00
H (0.6522, 2.5697, 3.9526)  0.00
H (0.8556, 0.7926, 4.0485)  0.00
H (-0.7693, 1.5011, 3.7591)  0.00
H (0.7582, 4.0156, 2.0321)  0.00
H (-0.8993, 3.5191, 1.5592)  0.00
H (0.4023, 3.5737, 0.3322)  0.00
C (0.5418, 2.5252, -3.2582)  -0.01
C (1.6973, 1.8693, -3.6887)  0.00
C (2.4296, 2.4274, -4.7351)  0.00
C (1.9665, 3.6121, -5.3433)  0.00
C (0.7271, 4.1681, -5.0054)  0.00
C (-0.0105, 3.6004, -3.9594)  0.00
Se (-0.3340, 1.9095, -1.6025)  0.03
H (-0.0280, 0.3448, -1.9820)  0.02
H (1.9919, 0.9327, -3.1874)  0.00
H (3.3478, 1.9166, -5.0544)  0.00
H (2.5940, 4.0673, -6.1076)  0.00
H (0.3490, 5.0279, -5.5503)  0.00
H (-0.9961, 3.9806, -3.7050)  0.00
C (-0.6741, -4.3967, -2.5658)  0.00
C (0.0887, -3.1885, -2.0266)  0.00
O (-0.8612, -2.2509, -1.3037)  0.05
H (-1.1271, -4.9826, -1.7619)  0.00
H (0.0216, -5.0644, -3.0872)  0.00
H (-1.4469, -4.0976, -3.2782)  0.00
H (0.8537, -3.4670, -1.2888)  0.00
H (0.5598, -2.5922, -2.8128)  0.00
H (-1.6884, -2.7606, -1.2410)  0.00